No. 1
{"formula": "C26H30Cl2O2PPtSeSi", "method": "ωB97M-V/def2-TZVPD", "species": ["Pt", "C", "C", "C", "C", "C", "C", "C", "P", "C", "C", "C", "C", "C", "C", "C", "C", "C", "C", "C", "C", "C", "C", "H", "H", "H", "H", "H", "H", "H", "H", "H", "H", "H", "H", "H", "H", "H", "H", "H", "H", "H", "H", "Cl", "C", "Cl", "C", "O", "O", "H", "C", "Si", "C", "C", "Se", "H", "H", "H", "H", "H", "H", "H", "H", "H"], "xyz": [[-0.1030, 0.0879, -0.2370], [2.3807, -4.8742, -0.6555], [1.8779, -4.4343, 0.6990], [2.1606, -5.2630, 1.7843], [1.7897, -4.9329, 3.0779], [1.1217, -3.7435, 3.3178], [0.8283, -2.9075, 2.2539], [1.1811, -3.2407, 0.9460], [0.5438, -2.0607, -0.3015], [1.8558, -1.9788, -1.5800], [3.1437, -1.8196, -1.0622], [4.2344, -1.6340, -1.8945], [4.0457, -1.6048, -3.2674], [2.7658, -1.7232, -3.7833], [1.6493, -1.8905, -2.9647], [0.2845, -1.8878, -3.5994], [-0.9288, -2.9372, -0.9226], [-1.0481, -4.3063, -1.1576], [-2.1903, -4.8163, -1.7503], [-3.2235, -3.9523, -2.1006], [-3.1338, -2.6040, -1.8018], [-2.0004, -2.0808, -1.1748], [-1.9415, -0.6538, -0.7173], [2.4601, -5.9622, -0.6835], [3.3706, -4.4577, -0.8530], [1.7441, -4.5541, -1.4774], [2.6918, -6.1911, 1.6021], [2.0319, -5.6014, 3.8953], [0.8427, -3.4593, 4.3242], [0.3387, -1.9577, 2.4269], [3.2848, -1.8224, 0.0122], [5.2200, -1.5012, -1.4669], [4.8863, -1.4624, -3.9355], [2.6133, -1.6604, -4.8552], [0.3768, -1.7818, -4.6808], [-0.3036, -1.0471, -3.2214], [-0.2758, -2.7985, -3.3909], [-0.2484, -4.9790, -0.8809], [-2.2741, -5.8781, -1.9468], [-4.1105, -4.3404, -2.5877], [-3.9560, -1.9379, -2.0383], [-2.4628, -0.6092, 0.2511], [-2.5039, -0.0214, -1.4044], [4.9846, 1.3810, 0.6142], [3.5659, 1.6393, 1.6681], [4.0443, 1.5608, 3.3733], [2.4853, 0.5914, 1.3036], [2.5058, -0.5054, 1.8428], [1.7071, 1.0541, 0.4164], [3.2043, 2.6408, 1.4721], [0.8567, 4.7352, -2.5769], [0.6473, 2.8677, -2.7048], [2.3262, 2.0695, -2.5184], [0.0359, 2.4845, -4.4571], [-0.9266, 2.2114, -1.2259], [1.5080, 5.1132, -3.3710], [1.2962, 4.9982, -1.6124], [-0.1088, 5.2406, -2.6521], [2.9829, 2.4057, -3.3285], [2.2456, 0.9801, -2.5680], [2.7863, 2.3181, -1.5631], [0.3138, 3.2724, -5.1641], [-1.0488, 2.3733, -4.4729], [0.4741, 1.5460, -4.8086]], "spin_multiplicity": 1, "fmax_ev_per_a": 0.5, "total_energy_ha": -5231.44168, "total_charge": -1, "orbital_gap_ev": 6.97, "e_above_lowest_kj_mol": 0.0}



No. 2
{"formula": "C2H10NO5", "method": "ωB97M-V/def2-TZVPD", "species": ["O", "C", "N", "C", "O", "H", "H", "H", "H", "H", "H", "O", "H", "H", "O", "H", "H", "O"], "xyz": [[-0.7188, 2.6363, 1.0210], [-0.4212, 1.4492, 0.8641], [-0.7673, 0.6554, -0.1721], [-0.2950, -0.8016, -0.3474], [1.0070, -0.9973, -0.1134], [0.1937, 0.9203, 1.6057], [-0.7677, 1.1844, -1.1168], [-0.4973, -1.0784, -1.3924], [-0.8918, -1.4877, 0.3306], [2.6361, 0.4180, -2.4705], [1.6136, 0.0363, -1.4874], [1.7009, 0.4785, -2.3694], [-2.8491, -1.4642, -0.3664], [-2.2869, 0.0935, -0.0894], [-3.1470, -0.5199, -0.2635], [1.5241, -0.7008, 1.4433], [1.8333, 0.0221, 2.6150], [2.1334, -0.8442, 2.3091]], "spin_multiplicity": 1, "fmax_ev_per_a": 3.2, "total_energy_ha": -513.18762, "total_charge": -1, "orbital_gap_ev": 8.60, "e_above_lowest_kj_mol": 223.1}



No. 3
{"formula": "C6H8MgOP", "method": "ωB97M-V/def2-TZVPD", "species": ["C", "C", "C", "C", "C", "Mg", "P", "H", "H", "H", "H", "H", "H", "H", "H", "O", "C"], "xyz": [[0.4546, 0.8190, -0.9976], [-0.1350, 0.0720, -1.9716], [-0.6297, -1.2735, -1.9128], [-0.6321, -2.2322, -0.8440], [-0.3251, -2.0638, 0.4684], [-0.7107, -0.1261, 0.3386], [-0.1695, 2.2394, 1.6924], [0.7884, 1.8483, -1.1614], [-0.2299, 0.4538, -3.0054], [-0.9360, -1.6828, -2.8892], [-0.3634, -2.8682, 1.2012], [-0.9072, -3.2260, -1.2474], [-1.1900, 2.7758, 2.5199], [-0.0180, 3.4352, 0.9275], [0.8812, 2.5724, 2.5882], [2.5439, -0.4467, 2.4479], [1.5784, -0.2965, 1.8453]], "spin_multiplicity": 1, "fmax_ev_per_a": 1.8, "total_energy_ha": -849.92877, "total_charge": -1, "orbital_gap_ev": 4.33}



No. 4
{"formula": "C40H51MgN3O2PSi", "method": "ωB97M-V/def2-TZVPD", "species": ["Mg", "C", "O", "C", "N", "C", "C", "C", "C", "C", "C", "C", "C", "C", "C", "C", "C", "N", "C", "N", "C", "C", "O", "C", "C", "C", "C", "C", "C", "H", "H", "H", "H", "H", "H", "H", "H", "H", "H", "H", "H", "H", "H", "H", "H", "H", "H", "H", "C", "Si", "C", "C", "H", "H", "H", "H", "H", "H", "H", "H", "H", "C", "C", "C", "C", "P", "C", "C", "C", "C", "C", "C", "C", "C", "C", "C", "H", "H", "H", "H", "H", "H", "H", "H", "H", "H", "H", "H", "H", "H", "H", "H", "H", "H", "H", "H", "H", "H", "H"], "xyz": [[-0.0555, 0.5077, -0.0533], [-0.6427, -0.9642, 4.4188], [-1.2066, -1.8533, 3.4164], [-0.8849, -1.3129, 2.2432], [-0.0991, -0.3113, 2.1967], [0.2939, -0.0474, 3.6096], [0.2341, 1.3801, 4.0902], [-0.0515, 2.4663, 3.2776], [-0.0428, 3.7547, 3.7989], [0.2491, 3.9695, 5.1369], [0.5245, 2.8850, 5.9601], [0.5172, 1.6019, 5.4375], [-1.5066, -1.9238, 1.0506], [-2.3993, -2.9805, 1.1208], [-2.9790, -3.4224, -0.0590], [-2.6645, -2.7927, -1.2538], [-1.7517, -1.7518, -1.2206], [-1.1734, -1.3368, -0.0959], [-1.3397, -0.9998, -2.4220], [-0.4475, -0.0931, -2.4157], [-0.2724, 0.2967, -3.8412], [-1.4899, -0.3393, -4.5310], [-1.9475, -1.3256, -3.5636], [-0.1166, 1.7704, -4.1283], [-0.0669, 2.1690, -5.4635], [0.1202, 3.5005, -5.7971], [0.2673, 4.4530, -4.7970], [0.2155, 4.0632, -3.4685], [0.0209, 2.7282, -3.1358], [-0.1412, -1.5748, 5.1624], [-1.4654, -0.4140, 4.8722], [1.3295, -0.3913, 3.6909], [-0.3056, 2.3183, 2.2338], [-0.2723, 4.5941, 3.1544], [0.2545, 4.9748, 5.5384], [0.7479, 3.0372, 7.0085], [0.7518, 0.7657, 6.0906], [-2.6336, -3.4260, 2.0771], [-3.6833, -4.2440, -0.0452], [-3.1086, -3.0896, -2.1934], [0.6414, -0.2076, -4.1764], [-1.2580, -0.8640, -5.4521], [-2.2963, 0.3750, -4.6922], [-0.1635, 1.4339, -6.2574], [0.1562, 3.7943, -6.8384], [0.4163, 5.4940, -5.0544], [0.3210, 4.8014, -2.6832], [-0.0514, 2.4435, -2.0938], [-3.1183, 1.9418, -1.4549], [-1.9706, 2.2341, 0.0309], [-3.0632, 1.8110, 1.5290], [-1.6543, 4.0980, 0.0872], [-4.0025, 2.5853, -1.3915], [-3.4741, 0.9042, -1.4827], [-2.6245, 2.1535, -2.4072], [-3.9511, 2.4520, 1.5562], [-2.5398, 1.9316, 2.4817], [-3.4159, 0.7741, 1.4698], [-2.5897, 4.6468, 0.2392], [-1.2208, 4.4468, -0.8540], [-0.9680, 4.3815, 0.8895], [3.0449, 2.5516, -1.0428], [3.5321, 1.1329, -1.3748], [3.0975, 0.7804, -2.7997], [5.0590, 1.1190, -1.2717], [2.6593, -0.0032, -0.1718], [3.4809, 0.4049, 1.4048], [2.8794, 1.4006, 2.1686], [3.4520, 1.8654, 3.3453], [4.6474, 1.3187, 3.7832], [5.2667, 0.3244, 3.0331], [4.6960, -0.1212, 1.8517], [3.0196, -1.8020, -0.5457], [4.4348, -2.1490, -1.0164], [2.0431, -2.2555, -1.6389], [2.6812, -2.5891, 0.7301], [3.4938, 3.2541, -1.7502], [3.3382, 2.8568, -0.0377], [1.9596, 2.6528, -1.1285], [3.3960, 1.5826, -3.4798], [2.0119, 0.6809, -2.8703], [3.5574, -0.1453, -3.1516], [5.4635, 1.8124, -2.0150], [5.4893, 0.1368, -1.4705], [5.3995, 1.4530, -0.2918], [1.9457, 1.8339, 1.8314], [2.9554, 2.6449, 3.9120], [5.1018, 1.6663, 4.7026], [6.2059, -0.0992, 3.3667], [5.2158, -0.8772, 1.2790], [4.6750, -1.6764, -1.9691], [4.4910, -3.2310, -1.1684], [5.2124, -1.8846, -0.3014], [2.1785, -1.7112, -2.5762], [1.0098, -2.1343, -1.3189], [2.2116, -3.3177, -1.8393], [3.4080, -2.4333, 1.5247], [2.6596, -3.6563, 0.4918], [1.6954, -2.3131, 1.1201]], "spin_multiplicity": 1, "fmax_ev_per_a": 0.4, "total_energy_ha": -2700.44437, "total_charge": 1, "orbital_gap_ev": 6.23, "e_above_lowest_kj_mol": 0.0}